1.
Below is C28H27N9O3PtS3 as an isolated structure in a non-equilibrium geometry, with properties calculated with ωB97M-V/def2-TZVPD.

Results
Total charge: +2
Spin multiplicity: 1
Orbital gap (alpha / beta) (eV): 4.981 / 4.873
E_HOMO (alpha / beta) (eV): -13.40 / -13.35
Electronic energy (a.u.): -3115.06109

Each line ends with the Mulliken charge.
Atoms and positions in Å:
Pt -0.138 0.043 -0.113  2.70
S -0.182 2.357 1.103  -0.23
C -0.143 1.289 2.429  0.23
N -0.109 -0.011 2.216  0.34
C -0.074 -0.735 3.358  -0.91
C -0.005 -2.128 3.468  -0.27
C -0.024 -2.689 4.723  -0.88
C -0.102 -1.891 5.876  -0.53
C -0.144 -0.513 5.795  -0.57
C -0.126 0.067 4.534  1.00
S -0.169 1.753 4.119  -0.12
H 0.072 -2.725 2.574  0.63
H 0.026 -3.761 4.834  0.46
H -0.126 -2.361 6.848  0.41
H -0.191 0.100 6.682  0.44
C -5.604 -4.606 -1.680  -1.64
C -4.154 -4.352 -1.458  0.77
C -3.344 -3.943 -2.520  -0.56
C -1.991 -3.731 -2.331  -0.46
C -1.455 -3.907 -1.066  -0.15
C -2.228 -4.331 -0.002  -0.33
C -3.579 -4.550 -0.202  -0.98
S 0.295 -3.746 -0.853  1.19
O 0.730 -4.487 0.292  -0.64
O 0.953 -3.894 -2.114  -0.66
N 0.559 -2.098 -0.417  -0.59
C 1.829 -1.801 -0.148  1.27
C 2.943 -2.653 -0.340  -0.91
C 4.208 -2.128 -0.182  -0.65
C 4.362 -0.796 0.187  -0.89
C 3.215 -0.029 0.423  -0.40
N 2.013 -0.524 0.277  -0.37
H -6.031 -3.870 -2.358  0.36
H -6.154 -4.607 -0.744  0.41
H -5.735 -5.583 -2.144  0.40
H -3.780 -3.813 -3.500  0.46
H -1.334 -3.458 -3.142  0.59
H -1.754 -4.518 0.948  0.53
H -4.193 -4.897 0.615  0.44
H 2.781 -3.665 -0.674  0.60
H 5.070 -2.749 -0.372  0.46
H 5.338 -0.349 0.289  0.46
H 3.289 1.006 0.731  0.50
C 2.412 0.346 -4.886  -0.90
N 1.140 0.676 -4.277  0.14
C 0.128 1.223 -4.963  0.07
C -1.014 1.631 -4.340  -1.31
C -1.100 1.452 -2.937  1.11
N -0.127 0.821 -2.281  -0.39
C 1.023 0.426 -2.909  0.07
O 1.920 -0.110 -2.291  -0.48
N -2.164 1.873 -2.235  -0.18
H 2.403 0.585 -5.946  0.34
H 2.631 -0.712 -4.747  0.30
H 3.197 0.917 -4.388  0.32
H 0.259 1.343 -6.028  0.40
H -1.823 2.089 -4.883  0.44
H -2.843 2.478 -2.671  0.28
H -2.073 1.907 -1.228  0.01
N -5.420 1.091 1.655  -0.39
C -4.605 0.428 0.836  0.12
C -3.196 0.371 1.034  -0.14
N -2.415 -0.259 0.179  0.22
C -2.964 -0.879 -0.865  -0.35
C -4.346 -0.853 -1.032  -0.72
N -5.136 -0.202 -0.215  -0.59
H -5.079 1.587 2.459  0.21
H -6.410 1.086 1.462  0.27
H -2.752 0.850 1.895  0.20
H -2.311 -1.401 -1.547  0.48
H -4.817 -1.369 -1.854  0.54


2.
Below is C28H28AsN10O8STi as an isolated structure in a non-equilibrium geometry, with properties calculated with ωB97M-V/def2-TZVPD.

Results
Total charge: -1
Spin multiplicity: 3
Orbital gap (alpha / beta) (eV): 5.154 / 7.218
E_HOMO (alpha / beta) (eV): -2.81 / -5.04
Electronic energy (a.u.): -5716.78623

Each line ends with the Löwdin spin population.
Atoms and positions in Å:
Ti 0.717 0.004 -0.533  0.80
N 3.480 2.554 -2.939  0.03
C 2.937 1.422 -2.392  0.04
N 2.163 1.423 -1.361  0.01
C 1.859 2.649 -0.770  0.11
N 1.371 2.746 0.428  -0.06
N 1.089 1.633 1.120  0.16
C 0.535 1.977 2.278  0.17
C 0.146 1.160 3.353  0.09
C -0.563 1.733 4.442  0.06
C -1.008 0.938 5.460  0.04
C -0.730 -0.436 5.423  0.12
C -0.002 -0.916 4.350  0.00
N 0.429 -0.170 3.349  0.12
C 2.118 3.875 -1.500  0.00
C 1.535 5.096 -1.162  0.03
C 1.850 6.236 -1.882  0.00
C 2.749 6.174 -2.932  0.03
C 3.314 4.957 -3.300  0.00
C 2.982 3.811 -2.602  0.02
H 4.039 2.475 -3.776  0.00
H 3.217 0.493 -2.870  0.00
H 0.354 3.046 2.398  0.01
H -0.761 2.794 4.433  0.00
H -1.578 1.355 6.279  0.00
H -1.064 -1.093 6.211  0.01
H 0.259 -1.966 4.286  0.00
H 0.840 5.115 -0.339  0.00
H 1.389 7.178 -1.625  0.00
H 3.014 7.066 -3.479  0.00
H 4.009 4.895 -4.125  0.00
C 3.270 -3.112 0.956  0.01
C 2.540 -2.089 0.130  0.06
N 2.124 -0.928 0.602  -0.03
O 2.570 -0.633 1.894  -0.01
C 2.315 -2.277 -1.256  0.00
C 2.713 -3.509 -2.019  0.00
N 1.784 -1.211 -1.829  0.03
O 1.699 -1.121 -3.100  0.06
H 3.217 -2.836 2.007  0.00
H 4.318 -3.171 0.662  0.00
H 2.821 -4.095 0.809  0.00
H 1.744 -0.412 2.438  0.00
H 3.795 -3.657 -2.027  0.00
H 2.356 -3.391 -3.040  0.00
H 2.244 -4.393 -1.587  0.00
O -3.057 2.221 -0.218  0.00
As -2.089 1.103 -1.358  0.01
O -2.441 1.763 -2.787  0.00
O -0.578 1.443 -0.746  0.02
C -3.208 -0.483 -1.022  0.00
C -4.401 -0.373 -0.318  0.00
C -5.290 -1.434 -0.293  0.00
C -5.029 -2.589 -1.014  0.00
C -3.838 -2.702 -1.709  0.00
C -2.935 -1.655 -1.690  0.00
S -1.335 -1.880 -2.470  0.00
O -0.810 -3.096 -1.860  0.00
O -1.553 -1.970 -3.885  0.00
O -0.609 -0.675 -2.009  0.00
H -2.865 3.106 -0.544  0.00
H -4.609 0.540 0.223  0.00
H -6.207 -1.350 0.272  0.00
H -5.754 -3.392 -1.031  0.00
H -3.583 -3.578 -2.287  0.00
N -1.746 -4.351 0.934  0.00
C -1.685 -2.988 1.126  0.00
C -0.595 -2.270 0.634  0.01
N -0.546 -0.929 0.702  0.01
C -1.561 -0.341 1.379  0.01
C -2.555 -1.084 1.971  0.00
N -2.660 -2.410 1.836  0.01
H -1.313 -4.631 0.064  0.00
H -2.675 -4.720 1.085  0.00
H 0.223 -2.797 0.161  0.00
H -1.560 0.739 1.434  0.00
H -3.329 -0.610 2.560  0.00


3.
Below is C28H28BF5N2O8RuSTe as an isolated structure, with properties calculated with ωB97M-V/def2-TZVPD.

Results
Total charge: -1
Spin multiplicity: 2
Orbital gap (alpha / beta) (eV): 6.630 / 6.509
E_HOMO (alpha / beta) (eV): -5.31 / -5.31
Electronic energy (a.u.): -3080.86180

Each line ends with the Löwdin spin population.
Atoms and positions in Å:
Ru -1.062 -0.036 -2.121  0.85
C -2.257 2.600 -0.628  0.00
O -1.871 1.216 -0.537  0.00
C -2.121 0.527 0.612  0.00
C -2.551 1.118 1.788  0.00
C -2.774 0.320 2.901  0.00
C -2.573 -1.052 2.842  0.00
C -2.143 -1.639 1.663  0.00
C -1.917 -0.854 0.544  0.00
N -1.455 -1.353 -0.705  -0.01
N -1.184 -2.581 -0.751  0.00
C -0.706 -3.198 -1.858  0.02
C -0.418 -2.607 -3.121  0.01
O -0.552 -1.374 -3.444  0.04
C 0.071 -3.454 -4.178  0.00
C 0.268 -4.772 -4.000  0.00
C -0.003 -5.408 -2.745  0.00
C 0.209 -6.787 -2.574  0.00
C -0.048 -7.397 -1.372  0.00
C -0.529 -6.624 -0.307  0.00
C -0.743 -5.276 -0.454  0.00
C -0.485 -4.629 -1.678  0.00
H -1.667 3.195 0.063  0.00
H -3.326 2.676 -0.425  0.00
H -2.040 2.903 -1.644  0.00
H -2.696 2.186 1.842  0.00
H -3.103 0.781 3.823  0.00
H -2.748 -1.666 3.715  0.00
H -1.979 -2.704 1.592  0.00
H 0.289 -2.959 -5.115  0.00
H 0.647 -5.380 -4.813  0.00
H 0.582 -7.361 -3.415  0.00
H 0.118 -8.459 -1.247  0.00
H -0.736 -7.094 0.647  0.00
H -1.114 -4.692 0.375  0.00
C 3.079 1.577 5.149  0.00
C 3.057 2.891 4.365  0.00
C 2.289 3.933 5.192  0.00
C 4.509 3.359 4.194  0.00
C 2.380 2.743 3.001  0.00
C 1.695 1.594 2.633  0.00
C 1.040 1.482 1.396  0.00
C 1.089 2.555 0.543  0.00
O 0.537 2.684 -0.691  0.00
B 0.923 4.055 -1.184  0.00
O 1.700 4.647 -0.080  0.00
C 1.780 3.722 0.892  0.00
C 2.417 3.829 2.106  0.00
H 3.615 1.723 6.089  0.00
H 3.582 0.788 4.588  0.00
H 2.071 1.235 5.392  0.00
H 2.761 4.076 6.168  0.00
H 1.258 3.611 5.348  0.00
H 2.264 4.895 4.678  0.00
H 5.006 3.406 5.167  0.00
H 4.566 4.350 3.744  0.00
H 5.064 2.668 3.556  0.00
H 1.658 0.744 3.300  0.00
H 0.525 0.572 1.116  0.00
H 2.930 4.751 2.350  0.00
F 1.722 3.873 -2.353  0.00
Te 1.723 1.294 -2.965  0.00
F 2.250 2.190 -4.547  0.00
F 0.819 -0.281 -1.482  0.02
F 2.260 -0.307 -3.841  0.00
F -0.179 4.817 -1.518  0.00
O -0.030 1.283 -3.420  0.02
C -3.268 -0.584 -5.134  0.00
S -3.708 -0.180 -3.468  0.00
O -5.068 0.285 -3.485  0.01
O -3.410 -1.349 -2.648  0.04
O -2.724 0.894 -3.075  0.01
H -3.804 -1.491 -5.405  0.00
H -2.193 -0.740 -5.175  0.00
H -3.567 0.243 -5.774  0.00


4.
Below is C28H28BaI2N2OSi as an isolated structure in a non-equilibrium geometry, with properties calculated with ωB97M-V/def2-TZVPD.

Results
Total charge: 0
Spin multiplicity: 1
Orbital gap (eV): 6.348
E_HOMO (eV): -6.64
Electronic energy (a.u.): -2178.91977

Each line ends with the Mulliken charge.
Atoms and positions in Å:
Ba -0.201 0.166 0.151  1.87
I -1.794 4.282 2.779  0.03
C -2.237 4.004 0.740  -0.45
C -3.021 4.898 0.036  -0.40
C -3.290 4.673 -1.295  -0.28
I -4.488 6.095 -2.316  0.04
C -2.792 3.541 -1.962  1.05
C -3.016 3.210 -3.315  -0.58
C -2.471 2.068 -3.838  -0.77
C -1.694 1.244 -3.016  -0.39
N -1.456 1.520 -1.758  -0.51
C -1.980 2.632 -1.216  -0.08
C -1.673 2.858 0.174  1.04
O -0.934 2.055 0.822  -1.04
H -3.423 5.775 0.522  0.35
H -3.616 3.855 -3.943  0.20
H -2.631 1.799 -4.870  0.38
H -1.256 0.334 -3.411  0.41
C -2.071 -1.656 0.664  -1.73
Si -1.151 -2.889 1.723  0.03
C 0.382 -3.461 0.684  -1.03
N 1.420 -2.453 0.447  0.18
C 2.208 -2.759 -0.749  -0.87
C 3.183 -3.932 -0.589  -0.63
C 4.083 -3.733 0.642  -0.59
C 3.781 -2.401 1.326  -1.06
C 2.287 -2.280 1.629  -0.18
C -0.674 -2.281 3.456  0.74
C -0.066 -3.163 4.345  -0.03
C 0.227 -2.792 5.645  -0.82
C -0.091 -1.518 6.085  -0.45
C -0.704 -0.627 5.218  -0.64
C -0.994 -1.009 3.918  -0.68
C -2.249 -4.431 1.959  0.56
C -2.993 -4.626 3.119  -0.18
C -3.863 -5.694 3.239  -0.64
C -4.013 -6.587 2.192  -0.44
C -3.303 -6.394 1.019  -0.64
C -2.435 -5.323 0.908  -0.40
H -2.926 -1.202 1.160  0.38
H -2.420 -2.121 -0.256  0.12
H -0.029 -3.731 -0.291  0.54
H 0.813 -4.379 1.106  0.36
H 2.773 -1.862 -1.030  0.45
H 1.514 -2.977 -1.565  0.46
H 3.783 -4.004 -1.497  0.42
H 2.616 -4.860 -0.500  0.24
H 5.136 -3.767 0.356  0.35
H 3.916 -4.540 1.358  0.29
H 4.116 -1.573 0.697  0.36
H 4.331 -2.339 2.266  0.44
H 2.094 -1.296 2.079  0.16
H 2.029 -3.034 2.380  0.19
H 0.167 -4.167 4.015  0.45
H 0.696 -3.498 6.316  0.40
H 0.130 -1.225 7.102  0.38
H -0.968 0.364 5.559  0.43
H -1.501 -0.309 3.264  0.46
H -2.886 -3.927 3.936  0.33
H -4.426 -5.831 4.152  0.39
H -4.681 -7.430 2.286  0.37
H -3.423 -7.076 0.189  0.39
H -1.892 -5.170 -0.014  0.27


What did the first record say?
Below is C28H27N9O3PtS3 as an isolated structure in a non-equilibrium geometry, with properties calculated with ωB97M-V/def2-TZVPD.

Results
Total charge: +2
Spin multiplicity: 1
Orbital gap (alpha / beta) (eV): 4.981 / 4.873
E_HOMO (alpha / beta) (eV): -13.40 / -13.35
Electronic energy (a.u.): -3115.06109

Each line ends with the Mulliken charge.
Atoms and positions in Å:
Pt -0.138 0.043 -0.113  2.70
S -0.182 2.357 1.103  -0.23
C -0.143 1.289 2.429  0.23
N -0.109 -0.011 2.216  0.34
C -0.074 -0.735 3.358  -0.91
C -0.005 -2.128 3.468  -0.27
C -0.024 -2.689 4.723  -0.88
C -0.102 -1.891 5.876  -0.53
C -0.144 -0.513 5.795  -0.57
C -0.126 0.067 4.534  1.00
S -0.169 1.753 4.119  -0.12
H 0.072 -2.725 2.574  0.63
H 0.026 -3.761 4.834  0.46
H -0.126 -2.361 6.848  0.41
H -0.191 0.100 6.682  0.44
C -5.604 -4.606 -1.680  -1.64
C -4.154 -4.352 -1.458  0.77
C -3.344 -3.943 -2.520  -0.56
C -1.991 -3.731 -2.331  -0.46
C -1.455 -3.907 -1.066  -0.15
C -2.228 -4.331 -0.002  -0.33
C -3.579 -4.550 -0.202  -0.98
S 0.295 -3.746 -0.853  1.19
O 0.730 -4.487 0.292  -0.64
O 0.953 -3.894 -2.114  -0.66
N 0.559 -2.098 -0.417  -0.59
C 1.829 -1.801 -0.148  1.27
C 2.943 -2.653 -0.340  -0.91
C 4.208 -2.128 -0.182  -0.65
C 4.362 -0.796 0.187  -0.89
C 3.215 -0.029 0.423  -0.40
N 2.013 -0.524 0.277  -0.37
H -6.031 -3.870 -2.358  0.36
H -6.154 -4.607 -0.744  0.41
H -5.735 -5.583 -2.144  0.40
H -3.780 -3.813 -3.500  0.46
H -1.334 -3.458 -3.142  0.59
H -1.754 -4.518 0.948  0.53
H -4.193 -4.897 0.615  0.44
H 2.781 -3.665 -0.674  0.60
H 5.070 -2.749 -0.372  0.46
H 5.338 -0.349 0.289  0.46
H 3.289 1.006 0.731  0.50
C 2.412 0.346 -4.886  -0.90
N 1.140 0.676 -4.277  0.14
C 0.128 1.223 -4.963  0.07
C -1.014 1.631 -4.340  -1.31
C -1.100 1.452 -2.937  1.11
N -0.127 0.821 -2.281  -0.39
C 1.023 0.426 -2.909  0.07
O 1.920 -0.110 -2.291  -0.48
N -2.164 1.873 -2.235  -0.18
H 2.403 0.585 -5.946  0.34
H 2.631 -0.712 -4.747  0.30
H 3.197 0.917 -4.388  0.32
H 0.259 1.343 -6.028  0.40
H -1.823 2.089 -4.883  0.44
H -2.843 2.478 -2.671  0.28
H -2.073 1.907 -1.228  0.01
N -5.420 1.091 1.655  -0.39
C -4.605 0.428 0.836  0.12
C -3.196 0.371 1.034  -0.14
N -2.415 -0.259 0.179  0.22
C -2.964 -0.879 -0.865  -0.35
C -4.346 -0.853 -1.032  -0.72
N -5.136 -0.202 -0.215  -0.59
H -5.079 1.587 2.459  0.21
H -6.410 1.086 1.462  0.27
H -2.752 0.850 1.895  0.20
H -2.311 -1.401 -1.547  0.48
H -4.817 -1.369 -1.854  0.54